Entry 1:
{
  "formula": "C3H32NO11S",
  "method": "ωB97M-V/def2-TZVPD",
  "elements": ["C", "C", "C", "S", "N", "H", "H", "H", "H", "H", "H", "H", "H", "H", "H", "H", "H", "O", "H", "H", "O", "H", "H", "O", "H", "H", "O", "H", "H", "O", "H", "H", "O", "H", "H", "O", "H", "H", "O", "H", "H", "O", "H", "H", "O", "H", "H", "O"],
  "coordinates": [[-1.79, -1.41, -0.44], [-1.43, -2.75, 0.03], [-1.42, -3.96, -0.91], [-0.12, -3.51, -2.13], [-0.79, -0.28, 0.22], [-1.43, -1.26, -1.51], [-2.68, -0.89, -0.39], [-2.36, -2.85, 0.71], [-0.66, -2.58, 0.79], [-2.38, -4.13, -1.30], [-1.21, -4.94, -0.34], [-0.01, -4.51, -2.92], [-0.43, 0.22, -0.60], [-1.20, 0.32, 0.94], [0.01, -0.62, 0.73], [2.39, -0.38, 0.73], [2.31, -1.58, 1.82], [1.88, -1.20, 1.07], [0.09, 1.79, 2.88], [0.39, 2.95, 1.80], [-0.23, 2.45, 2.26], [1.19, -0.06, 3.17], [-0.35, -0.50, 3.01], [0.34, -0.17, 3.59], [5.29, -0.23, -1.05], [4.15, -0.93, -0.96], [4.42, -0.01, -1.09], [0.59, 4.21, -1.35], [0.11, 3.97, -2.76], [0.00, 3.66, -1.82], [3.12, 1.62, 0.52], [1.68, 1.49, 0.01], [2.23, 1.61, 0.88], [2.96, 0.30, -4.40], [1.44, -0.22, -4.27], [2.15, 0.35, -3.91], [-2.64, 2.12, 2.45], [-3.88, 1.94, 1.77], [-3.16, 1.54, 2.08], [-2.78, -0.23, 2.46], [-1.92, -1.27, 3.19], [-1.99, -0.90, 2.36], [0.39, 1.93, -1.79], [1.33, 0.65, -2.01], [0.84, 1.14, -1.40], [-1.11, 2.77, -0.17], [-1.89, 2.36, -1.35], [-1.43, 1.98, -0.60]],
  "fmax_ev_per_a": 7.37,
  "spin_multiplicity": 2,
  "gap_ev": [2.41, 9.60],
  "e_lumo_ev": [0.22, 0.08],
  "total_charge": 0,
  "e_homo_ev": [-2.195, -9.521],
  "energy_ha": -1413.8642,
  "s_squared": 0.750
}

***

Entry 2:
{
  "formula": "C4H6O4",
  "method": "ωB97M-V/def2-TZVPD",
  "elements": ["C", "C", "O", "C", "O", "O", "C", "O", "H", "H", "H", "H", "H", "H"],
  "coordinates": [[-1.67, 0.29, -0.76], [-0.69, -0.39, -0.19], [-0.81, -1.59, 0.43], [0.76, 0.13, -0.11], [1.67, -0.90, -0.27], [0.99, 1.13, -1.05], [0.83, 0.74, 1.29], [1.29, 0.14, 2.22], [-2.68, -0.09, -0.80], [-1.48, 1.24, -1.22], [-1.72, -1.90, 0.37], [1.90, -1.24, 0.61], [1.22, 0.71, -1.88], [0.39, 1.74, 1.36]],
  "fmax_ev_per_a": 0.71,
  "gap_ev": 10.07,
  "e_lumo_ev": 0.59,
  "total_charge": 0,
  "e_homo_ev": -9.482,
  "energy_ha": -456.9417
}

***

Entry 3:
{
  "formula": "C5H13N4O2S",
  "method": "ωB97M-V/def2-TZVPD",
  "elements": ["H", "N", "C", "C", "N", "C", "C", "N", "C", "S", "N", "O", "O", "H", "H", "H", "H", "H", "H", "H", "H", "H", "H", "H", "H"],
  "coordinates": [[-2.92, -0.78, 0.49], [-2.22, -0.15, 0.83], [-1.14, -0.20, 0.14], [-0.94, -1.23, -1.04], [0.10, -0.84, -2.00], [-0.52, -0.27, -3.30], [0.12, 0.64, 0.66], [1.14, 0.62, -0.08], [2.38, 1.10, 0.46], [0.36, 0.60, 2.45], [-0.97, 0.45, 3.41], [1.19, -0.60, 2.43], [1.05, 1.75, 2.84], [-0.85, -2.25, -0.60], [-1.95, -1.19, -1.63], [0.72, -1.55, -2.36], [0.70, -0.27, -1.29], [-0.92, 0.64, -3.18], [0.35, -0.22, -4.08], [-1.33, -0.98, -3.67], [2.28, 2.09, 1.03], [3.16, 1.12, -0.31], [2.72, 0.47, 1.21], [-1.15, 1.38, 3.71], [-1.37, -0.35, 3.87]],
  "fmax_ev_per_a": 5.12,
  "gap_ev": 9.62,
  "e_lumo_ev": -4.09,
  "total_charge": 1,
  "e_homo_ev": -13.702,
  "energy_ha": -965.6336
}